Entry 1:
Entry from the OMol25 dataset: a 11-piece molecular cluster, C44H121N11O11 overall (the ωB97M-V functional and the def2-TZVPD basis).

```
187
Properties=species:S:1:pos:R:3:forces:R:3
C -1.862 6.148 2.159 0.6 2.0 0.0
C -1.544 7.689 2.388 -2.1 0.7 -0.2
C -2.278 8.577 1.366 1.0 -0.8 -1.6
O -1.699 9.890 1.261 0.1 -1.0 1.2
C -2.305 10.770 0.376 0.0 0.3 -0.8
N -2.135 8.067 3.686 0.4 -0.7 0.2
H -1.704 5.637 3.109 0.7 -0.2 -0.2
H -1.274 5.854 1.290 0.2 -0.7 0.3
H -2.906 5.933 1.931 -0.2 0.5 -0.2
H -0.507 8.010 2.288 0.2 -0.6 0.3
H -3.345 8.581 1.590 -0.2 0.3 0.0
H -2.114 8.087 0.406 -0.4 0.1 -0.5
H -3.011 11.439 0.868 -0.2 0.0 0.1
H -2.795 10.297 -0.475 -0.3 -0.4 0.1
H -1.529 11.362 -0.110 0.2 0.3 0.3
H -2.380 9.045 3.631 0.1 0.3 0.2
H -3.014 7.578 3.601 -0.5 0.1 0.7
C -2.624 -4.592 -1.582 1.1 -1.5 -0.4
C -2.649 -4.327 -3.111 0.2 1.7 2.2
C -1.915 -5.242 -4.111 0.9 -0.1 0.2
O -0.466 -5.131 -4.064 -0.2 0.1 1.0
C 0.298 -6.086 -4.858 -1.4 1.5 0.6
N -4.074 -4.117 -3.392 0.1 -0.8 -1.1
H -3.180 -3.906 -0.942 -0.2 0.3 -0.6
H -1.611 -4.619 -1.179 0.1 0.0 -0.1
H -3.014 -5.595 -1.414 -0.2 -0.2 0.2
H -2.195 -3.335 -3.112 0.3 0.1 -0.9
H -2.255 -4.945 -5.103 -0.1 0.1 -0.3
H -2.218 -6.280 -3.981 0.0 -0.3 0.2
H 0.313 -5.614 -5.840 -0.3 -1.0 -0.6
H -0.197 -7.041 -4.680 0.3 -0.3 -0.9
H 1.351 -6.131 -4.579 -0.2 0.2 0.7
H -4.605 -4.779 -2.845 -0.1 -0.1 0.5
H -4.221 -4.483 -4.321 -0.4 0.4 -0.6
C -7.097 -0.309 0.809 0.9 -1.4 -1.0
C -5.557 -0.254 0.468 -1.3 0.3 -0.8
C -5.254 -0.594 -1.082 -0.8 1.3 1.0
O -4.007 -0.073 -1.457 2.0 0.2 1.9
C -3.717 -0.108 -2.820 -2.0 -1.3 -0.6
N -5.126 1.111 0.726 0.5 -0.1 -0.6
H -7.712 -0.230 -0.087 0.1 0.8 -0.2
H -7.388 0.433 1.553 0.1 -0.2 0.0
H -7.387 -1.322 1.088 0.1 0.0 0.7
H -4.971 -0.856 1.162 -0.1 -0.5 -0.3
H -5.908 0.074 -1.641 -1.1 -0.4 -0.1
H -5.416 -1.638 -1.350 0.2 -0.2 -0.1
H -4.463 0.479 -3.357 0.1 0.7 -0.2
H -4.030 -1.119 -3.080 0.8 -0.4 -0.9
H -2.715 0.166 -3.150 0.0 -0.1 0.7
H -5.732 1.739 0.218 -0.6 0.3 0.0
H -4.329 1.111 0.106 1.0 0.9 0.3
C 4.501 -6.242 1.186 1.8 -0.2 1.2
C 4.593 -6.005 2.762 -1.1 0.4 -2.5
C 3.334 -5.231 3.166 0.6 1.3 0.5
O 3.421 -3.876 2.670 1.3 -0.6 -2.1
C 2.326 -2.999 2.703 -1.3 -0.6 3.4
N 4.649 -7.241 3.492 -0.7 -0.3 0.4
H 4.369 -5.295 0.661 0.1 -0.3 -0.1
H 3.877 -7.029 0.762 -0.8 0.2 0.8
H 5.480 -6.691 1.022 0.5 0.5 -0.7
H 5.498 -5.434 2.970 -0.1 0.3 -0.1
H 3.375 -5.207 4.255 -0.7 0.0 0.3
H 2.461 -5.749 2.770 -0.2 0.0 0.2
H 2.233 -2.886 3.783 -0.7 0.6 0.6
H 1.334 -3.383 2.466 0.1 -0.5 -0.9
H 2.362 -1.952 2.402 1.2 -0.5 -1.0
H 3.806 -7.710 3.191 -0.2 -0.5 0.3
H 5.401 -7.846 3.195 0.3 0.2 -0.1
C 1.404 -5.878 -0.264 0.2 -1.0 0.0
C 0.417 -7.051 -0.105 1.4 0.4 0.1
C 1.067 -8.369 0.441 1.0 0.5 0.0
O 1.554 -8.126 1.786 -1.8 -0.1 -0.5
C 1.882 -9.304 2.508 0.7 0.7 -0.4
N -0.612 -6.615 0.799 -0.5 -0.2 -0.2
H 2.241 -6.261 -0.848 0.2 0.4 -0.1
H 1.789 -5.542 0.699 -0.1 0.1 0.0
H 0.914 -5.066 -0.801 0.1 0.0 0.1
H 0.035 -7.140 -1.122 -0.3 -0.8 0.1
H 1.934 -8.733 -0.109 0.3 0.4 -0.6
H 0.398 -9.228 0.386 -0.6 0.1 0.4
H 1.822 -9.073 3.571 0.2 0.0 0.0
H 2.908 -9.474 2.183 0.3 -0.8 0.5
H 1.277 -10.193 2.324 -0.3 0.2 -0.3
H -0.121 -6.465 1.670 -0.3 0.1 0.5
H -1.197 -7.429 0.917 -0.6 0.1 0.5
C 5.090 -0.568 -5.782 -1.0 -0.7 0.7
C 3.830 0.273 -5.521 -1.3 -1.6 -0.8
C 2.670 -0.537 -4.728 1.4 0.3 -2.7
O 2.380 -1.689 -5.530 1.0 -1.3 0.7
C 1.747 -2.717 -4.792 -1.4 0.2 -0.1
N 4.221 1.398 -4.796 1.0 2.0 1.4
H 4.880 -1.452 -6.385 0.0 0.2 -0.3
H 5.386 -0.960 -4.809 0.4 0.0 0.1
H 5.907 0.025 -6.193 -0.1 0.0 -0.1
H 3.429 0.610 -6.477 -0.4 -0.5 -0.4
H 1.700 -0.045 -4.801 0.2 1.0 1.0
H 3.085 -0.756 -3.744 -0.4 -0.1 0.2
H 0.825 -2.335 -4.353 -0.3 0.3 0.2
H 2.239 -3.200 -3.948 1.0 0.3 -0.1
H 1.382 -3.511 -5.444 0.4 0.1 -0.4
H 3.590 2.185 -4.843 -0.8 -0.1 0.4
H 5.046 1.805 -5.214 0.5 -0.2 0.1
C -8.711 2.711 4.221 -0.6 -0.4 0.4
C -7.284 2.595 4.851 -1.0 -0.4 -1.5
C -6.320 2.765 3.723 0.5 1.5 -1.1
O -5.030 3.019 4.184 1.3 0.1 -0.8
C -4.007 3.125 3.142 -0.6 -0.7 0.8
N -7.153 3.496 5.989 -0.4 -0.3 -0.1
H -9.418 2.587 5.041 -0.3 -0.4 0.0
H -8.992 2.055 3.397 0.4 -0.8 0.3
H -9.048 3.637 3.754 1.0 0.8 0.4
H -7.103 1.571 5.177 -0.4 -0.1 0.4
H -6.626 3.591 3.081 -0.2 0.8 0.0
H -6.417 1.965 2.989 0.4 -0.8 0.4
H -3.808 2.119 2.771 0.3 0.0 0.1
H -3.132 3.588 3.598 -0.1 -0.2 0.1
H -4.255 3.698 2.250 -0.7 0.4 0.2
H -7.663 2.996 6.703 0.2 -0.1 0.7
H -7.814 4.238 5.806 0.2 0.7 -0.1
C 0.763 -1.858 -1.303 -1.6 0.0 -0.7
C 0.939 -0.397 -0.985 -0.5 -0.2 1.8
C -0.401 0.330 -0.456 1.1 0.3 -0.1
O -0.087 1.065 0.765 0.3 -0.4 -1.5
C -0.999 2.046 1.181 -0.5 0.0 0.5
N 1.962 -0.260 0.044 0.6 0.3 -0.5
H 1.656 -2.340 -1.701 -0.3 0.0 0.2
H -0.008 -1.888 -2.073 0.0 -0.3 -0.5
H 0.269 -2.425 -0.514 0.5 -0.1 0.5
H 1.344 0.074 -1.880 -0.3 0.3 0.0
H -1.218 -0.352 -0.223 0.0 -0.3 -0.2
H -0.692 0.986 -1.277 -0.4 0.4 0.2
H -0.664 2.374 2.166 -0.1 -0.2 0.2
H -2.010 1.646 1.261 -0.2 -0.2 0.1
H -1.079 2.971 0.609 0.4 -0.1 -0.7
H 2.056 0.744 0.091 0.6 0.3 0.5
H 1.564 -0.490 0.943 -0.2 -0.2 0.1
C 1.141 4.934 -4.988 0.0 -0.7 -0.1
C 1.367 4.360 -3.587 -1.8 1.2 -0.1
C -0.024 4.174 -2.839 0.8 0.0 -0.8
O -0.737 3.181 -3.566 0.0 -0.3 0.0
C -2.078 3.033 -3.202 -1.0 -0.1 0.4
N 2.082 3.126 -3.744 0.2 -0.6 0.7
H 0.872 5.990 -4.970 -0.3 -0.1 -0.1
H 0.411 4.286 -5.473 -0.5 0.4 -0.1
H 2.012 4.768 -5.622 0.4 0.4 0.3
H 1.929 5.109 -3.028 0.3 -0.3 0.3
H -0.646 5.066 -2.780 0.2 0.4 -0.2
H 0.148 3.891 -1.800 0.1 -0.4 0.2
H -2.603 3.964 -2.991 0.2 0.4 -0.2
H -2.272 2.434 -2.312 0.6 -0.1 0.5
H -2.666 2.509 -3.955 0.4 0.1 -0.6
H 2.428 2.825 -2.844 0.5 0.0 0.3
H 1.402 2.403 -3.932 -0.3 -0.2 -0.5
C 5.264 -0.648 -1.005 0.4 -0.4 -0.6
C 5.317 -2.156 -0.761 -1.0 1.0 0.9
C 5.703 -2.485 0.689 0.6 -1.3 -0.6
O 7.090 -2.742 0.800 1.4 1.1 -0.2
C 7.598 -3.952 0.329 -0.2 -1.5 0.9
N 4.032 -2.785 -1.046 0.6 -0.5 -0.7
H 5.011 -0.458 -2.048 0.1 0.1 -0.2
H 6.282 -0.292 -0.851 -0.1 0.4 0.1
H 4.527 -0.098 -0.420 0.2 -0.3 0.3
H 6.120 -2.560 -1.377 -0.1 -0.2 -0.3
H 5.231 -3.434 0.948 -0.5 0.1 0.3
H 5.448 -1.736 1.438 0.0 0.1 -0.2
H 7.303 -4.753 1.006 -0.2 -0.3 0.6
H 8.687 -3.996 0.360 0.0 0.7 -0.1
H 7.288 -4.401 -0.614 -0.3 0.9 -0.7
H 3.962 -3.580 -0.427 -0.7 0.0 -0.2
H 3.224 -2.182 -0.992 0.4 0.2 0.6
C 2.539 6.976 3.040 1.3 -0.8 -0.8
C 1.399 6.695 3.972 0.1 -1.1 0.1
C 1.814 5.702 5.125 -0.6 0.4 -1.2
O 2.523 4.553 4.665 0.9 1.4 0.8
C 1.671 3.536 4.224 0.5 0.1 -0.3
N 0.958 7.964 4.560 0.4 -0.7 -0.1
H 2.991 6.057 2.665 0.1 -0.2 0.2
H 3.339 7.545 3.514 0.1 0.1 0.2
H 2.274 7.495 2.119 -0.5 0.3 0.1
H 0.625 6.279 3.327 -0.4 -0.2 0.4
H 0.924 5.408 5.682 -0.2 -0.1 0.0
H 2.398 6.301 5.824 0.6 -0.3 0.0
H 1.049 3.987 3.452 -0.8 -0.6 0.2
H 1.217 3.092 5.110 -0.8 -0.1 -0.3
H 2.276 2.769 3.740 0.1 0.0 0.0
H 1.059 8.534 3.732 -0.6 1.0 0.0
H 1.820 8.177 5.040 0.1 0.8 0.7
```
Positions in Å, forces in eV/Å.

F_max in eV Å⁻¹: 3.72
Net charge: -1
Lowest unoccupied orbital energy (spin up / spin down) in eV: 1.7 / 1.6
Spin multiplicity: 2
E_HOMO (spin up / spin down) in eV: 0.56 / -6.72

=====

Entry 2:
Entry from the OMol25 dataset: a 11-piece molecular cluster, C44H121N11O11 overall (the ωB97M-V functional and the def2-TZVPD basis).

```
187
Properties=species:S:1:pos:R:3:forces:R:3
C 4.810 3.834 6.054 -0.2 -0.6 0.1
O 4.594 2.867 5.010 -1.4 0.5 -0.3
C 3.273 2.251 5.043 -0.2 -0.2 -0.9
C 3.108 1.118 3.936 0.9 0.0 2.0
C 1.981 0.121 4.291 0.8 1.0 -0.6
N 4.347 0.341 3.924 0.1 0.0 -1.0
H 3.935 4.361 6.436 -0.6 -0.2 -0.5
H 5.486 4.626 5.731 0.2 -0.4 -0.2
H 5.192 3.293 6.919 0.4 0.1 0.1
H 3.120 1.903 6.065 -0.1 -0.6 0.0
H 2.430 2.899 4.802 0.2 1.0 0.3
H 2.936 1.575 2.962 0.2 0.1 0.1
H 1.822 -0.537 3.436 0.0 -0.1 0.1
H 1.046 0.640 4.502 0.0 -0.2 0.4
H 2.421 -0.453 5.107 -0.7 -0.2 0.3
H 5.087 0.997 3.719 0.3 0.0 -0.1
H 4.541 0.030 4.865 0.0 -0.1 0.2
C -4.678 -0.355 -0.973 0.5 -1.3 0.4
O -3.973 -1.451 -1.608 -0.3 -0.1 1.1
C -4.810 -2.578 -1.932 -0.3 0.7 -0.7
C -4.043 -3.841 -2.442 0.1 -0.5 0.6
C -4.936 -5.036 -2.802 -1.9 1.4 -1.2
N -3.099 -4.400 -1.518 0.8 0.6 1.8
H -5.522 -0.009 -1.569 0.1 0.2 -0.2
H -3.973 0.431 -0.702 0.1 0.0 -0.7
H -5.030 -0.666 0.010 -0.3 -0.3 0.0
H -5.575 -2.754 -1.175 0.4 -0.4 0.6
H -5.372 -2.142 -2.757 -0.4 -0.7 -0.6
H -3.510 -3.506 -3.332 -0.2 0.1 -0.5
H -4.405 -5.923 -3.148 0.1 0.3 0.0
H -5.606 -4.650 -3.571 0.4 -0.3 -1.1
H -5.781 -5.313 -2.173 0.8 -0.1 1.3
H -2.652 -5.271 -1.765 -0.4 0.0 -0.4
H -2.370 -3.763 -1.230 -0.1 0.1 0.0
C -5.488 1.606 2.295 0.0 0.6 0.1
O -4.337 0.784 2.424 -0.9 0.0 0.5
C -4.667 -0.438 3.092 1.8 -0.3 0.0
C -3.385 -1.332 3.166 0.9 0.2 -0.5
C -2.286 -0.964 4.223 -2.1 0.1 1.0
N -2.721 -1.328 1.836 0.0 0.6 0.5
H -6.397 1.077 2.010 0.2 -0.4 -0.8
H -5.239 2.444 1.643 -0.1 -0.3 -0.4
H -5.856 2.103 3.194 0.6 -0.1 0.8
H -5.012 -0.225 4.103 -0.3 0.0 0.1
H -5.406 -0.982 2.504 -0.3 0.0 0.1
H -3.683 -2.376 3.254 -0.3 0.1 0.7
H -2.099 0.108 4.289 0.4 0.1 -0.7
H -1.387 -1.579 4.189 0.0 0.2 -0.5
H -2.693 -1.124 5.221 -0.1 -0.4 0.3
H -1.756 -1.453 2.105 0.4 -0.7 -0.4
H -2.668 -0.345 1.613 -0.3 0.5 -0.6
C 0.767 -4.994 -2.491 1.7 -0.6 -0.6
O 1.576 -5.920 -3.279 -0.3 0.4 -0.7
C 2.389 -6.768 -2.470 -0.7 -0.3 0.7
C 3.411 -7.685 -3.206 -0.1 1.4 -0.8
C 2.723 -8.843 -3.869 -0.6 0.1 -0.9
N 4.567 -8.040 -2.414 -0.2 -0.4 1.7
H 0.661 -5.370 -1.473 -0.1 0.0 0.1
H -0.209 -4.826 -2.945 0.2 -0.1 -0.2
H 1.384 -4.096 -2.505 -0.5 0.4 0.4
H 2.855 -6.177 -1.681 0.4 0.0 0.0
H 1.583 -7.347 -2.019 0.5 -0.9 0.8
H 3.914 -7.063 -3.947 -0.7 0.2 -0.6
H 2.060 -8.464 -4.647 0.1 0.1 -0.2
H 2.043 -9.406 -3.229 0.4 -0.2 0.4
H 3.459 -9.474 -4.369 -0.1 -0.3 0.1
H 5.191 -8.666 -2.903 0.0 0.2 -0.6
H 4.260 -8.624 -1.649 0.0 0.0 0.6
C 2.383 -1.558 -4.848 -0.2 -1.6 1.7
O 2.658 -3.017 -4.944 0.0 2.2 0.9
C 2.806 -3.483 -6.233 0.1 -0.4 -1.7
C 3.403 -4.917 -6.331 -0.5 0.1 -1.0
C 3.993 -5.133 -7.712 1.0 1.1 -0.5
N 2.430 -6.005 -6.130 1.0 0.5 1.4
H 1.374 -1.289 -5.163 0.0 -0.2 -0.5
H 3.110 -0.814 -5.174 0.4 -0.7 -0.9
H 2.397 -1.415 -3.767 -0.2 0.0 0.1
H 1.849 -3.481 -6.755 -0.5 -0.1 -0.2
H 3.435 -2.808 -6.813 0.4 0.2 0.0
H 4.210 -4.882 -5.598 -0.1 -0.7 0.3
H 4.815 -5.832 -7.866 -0.4 -0.7 0.8
H 4.538 -4.222 -7.962 -0.4 0.4 -0.6
H 3.230 -5.366 -8.455 0.0 0.2 0.0
H 1.617 -5.902 -6.720 0.0 0.3 -0.2
H 2.137 -5.843 -5.178 -0.7 -0.6 0.3
C 5.170 -7.568 2.807 -0.6 2.0 0.3
O 3.878 -6.967 2.526 -0.3 -1.2 0.0
C 3.558 -5.789 3.255 -0.5 -0.2 -1.2
C 2.166 -5.159 2.812 0.5 -1.7 -1.2
C 2.063 -4.820 1.325 1.7 -1.4 0.2
N 1.889 -3.945 3.469 0.5 1.8 1.9
H 5.877 -6.834 2.421 0.6 -0.4 -0.4
H 5.292 -8.568 2.391 -0.4 0.3 -0.3
H 5.382 -7.595 3.876 -0.3 -0.2 0.3
H 3.532 -6.023 4.320 0.0 0.2 0.3
H 4.343 -5.067 3.032 0.2 0.5 0.3
H 1.401 -5.932 2.890 -0.2 0.1 1.0
H 1.104 -4.438 0.975 0.2 0.2 0.4
H 2.274 -5.784 0.861 -0.1 0.1 -0.7
H 2.932 -4.190 1.139 -0.3 0.5 -0.6
H 2.203 -3.896 4.428 -1.1 -1.2 1.4
H 2.678 -3.345 3.277 0.1 0.9 -1.7
C -2.380 3.276 0.047 0.0 0.4 1.4
O -2.470 4.712 -0.093 -0.3 -0.5 0.7
C -2.067 5.316 -1.274 0.9 -1.6 -1.9
C -3.144 5.865 -2.140 -4.2 -0.3 -1.7
C -4.454 5.028 -2.454 0.2 -0.7 0.7
N -2.758 6.223 -3.541 1.2 0.9 1.2
H -3.087 2.651 -0.500 -0.4 0.6 -0.3
H -2.548 3.162 1.118 -0.6 -0.2 0.0
H -1.420 2.765 -0.027 0.7 0.8 -0.8
H -1.325 6.109 -1.174 0.1 -0.1 0.6
H -1.589 4.540 -1.872 0.4 0.0 -0.3
H -3.600 6.746 -1.688 0.3 0.3 0.5
H -5.074 4.705 -1.618 0.1 0.5 0.3
H -4.347 4.096 -3.010 0.8 -0.2 -0.1
H -5.055 5.625 -3.140 -0.3 0.2 0.4
H -2.542 7.205 -3.446 0.6 0.3 -0.6
H -3.595 6.239 -4.107 0.0 -0.1 0.0
C -0.983 3.594 3.511 -1.4 -0.7 -0.2
O -0.655 3.290 4.832 2.7 -1.1 -0.6
C -1.426 3.839 5.814 -0.5 -0.4 1.5
C -0.980 3.269 7.243 -0.1 2.7 0.0
C -1.403 1.923 7.660 -0.9 -1.5 -0.5
N -1.339 4.261 8.294 0.3 0.6 -0.6
H -0.964 4.642 3.212 0.4 0.1 0.2
H -2.003 3.232 3.376 -0.6 0.2 -0.3
H -0.426 2.958 2.823 0.6 0.3 0.2
H -1.277 4.918 5.807 -0.3 0.3 0.4
H -2.443 3.562 5.536 -0.7 0.3 0.6
H 0.107 3.313 7.176 0.2 -0.1 0.0
H -0.966 1.202 6.969 0.0 -0.5 0.3
H -2.485 1.789 7.650 -0.3 0.2 -0.5
H -1.205 1.693 8.706 0.8 0.1 -0.1
H -2.276 4.638 8.280 -0.1 -0.3 -0.2
H -1.119 3.974 9.237 0.0 -0.2 -0.2
C 0.977 0.910 0.843 -0.1 0.0 0.6
O 0.830 1.387 -0.461 -0.2 0.5 0.1
C 0.516 0.485 -1.489 -0.2 -1.4 -0.9
C -0.804 -0.406 -1.307 -0.2 0.0 -0.5
C -0.583 -1.652 -0.445 0.4 -0.1 0.6
N -1.503 -0.784 -2.559 1.2 1.0 -0.6
H 0.024 0.722 1.336 -0.3 -0.4 -0.1
H 1.407 1.688 1.475 0.3 0.2 -0.4
H 1.621 0.034 0.922 0.0 -0.2 -0.1
H 0.637 1.071 -2.400 -1.3 0.3 -0.1
H 1.337 -0.198 -1.708 0.5 -0.6 0.8
H -1.505 0.240 -0.778 -0.2 0.1 0.1
H 0.237 -2.291 -0.772 0.1 0.1 -0.4
H -1.482 -2.266 -0.383 -0.1 0.3 -0.2
H -0.347 -1.422 0.594 0.1 0.2 0.0
H -2.411 -1.212 -2.448 0.0 0.3 0.6
H -0.976 -1.386 -3.176 0.5 0.0 0.1
C 2.180 3.486 -3.702 -1.7 -0.7 1.0
O 1.138 2.845 -4.505 1.9 0.4 0.4
C 0.006 3.668 -4.454 -1.6 -0.8 0.0
C -1.279 2.821 -4.871 0.6 -0.1 -0.4
C -0.901 1.868 -6.046 0.0 0.5 0.8
N -2.491 3.597 -5.172 0.5 0.0 -0.9
H 2.032 4.564 -3.639 0.5 0.2 -0.8
H 3.210 3.162 -3.854 -0.3 0.0 -0.7
H 1.904 3.212 -2.684 0.3 -0.3 0.5
H -0.103 4.080 -3.451 -0.3 -0.1 0.3
H 0.194 4.531 -5.093 -0.5 0.2 -0.5
H -1.603 2.083 -4.137 0.5 0.4 0.8
H -1.817 1.328 -6.287 0.2 0.1 -0.5
H -0.164 1.150 -5.685 -0.1 0.0 0.1
H -0.401 2.368 -6.876 -0.5 0.1 -0.3
H -2.228 4.341 -5.803 -0.1 0.1 -0.3
H -2.954 4.088 -4.421 0.6 -0.4 0.4
C 1.211 4.728 0.246 0.0 0.6 -0.7
O 0.572 5.501 1.208 -0.9 1.9 1.2
C 0.438 6.935 0.883 -0.3 -1.1 0.5
C 0.076 7.816 2.154 1.9 -2.8 0.6
C -0.172 9.193 1.824 -0.7 1.9 -1.7
N 1.125 7.756 3.168 0.2 -0.9 0.6
H 1.317 3.703 0.602 0.0 0.2 0.0
H 2.173 5.176 -0.003 0.5 -0.2 0.1
H 0.648 4.753 -0.687 -0.2 -0.4 -0.2
H 1.373 7.205 0.392 0.3 0.6 0.3
H -0.326 7.065 0.116 -0.3 -0.1 0.1
H -0.819 7.432 2.641 -0.1 -0.5 -0.2
H 0.700 9.664 1.371 0.0 0.0 -0.2
H -0.481 9.850 2.638 -0.1 -0.4 0.2
H -0.973 9.093 1.091 -0.2 1.0 -0.3
H 1.209 6.790 3.449 -0.2 -0.3 0.4
H 2.055 7.910 2.803 0.1 0.6 -0.5
```
Positions in Å, forces in eV/Å.

F_max in eV Å⁻¹: 4.52
SMILES: COC[C@H](C)N.COC[C@H](C)N.COC[C@H](C)N.COC[C@H](C)N.COC[C@H](C)N.COC[C@H](C)N.COC[C@H](C)N.COC[C@H](C)N.COC[C@H](C)N.COC[C@H](C)N.COC[C@H](C)N
Net charge: 0
Lowest unoccupied orbital energy in eV: 0.6
Spin multiplicity: 1
E_HOMO in eV: -8.52

=====

The evaluated relative energy (zero: lowest compared OMol25 entry of this formula, charge and spin) for the records listed, in turn: 75.3, 174.5 kcal/mol.
The evaluated calculated total energy for the records listed, in turn: -3178.492535, -3178.510137 hartree.